1.
ORCA calculation (ωB97M-V/def2-TZVPD) on a molecular structure, C14H36BeBrClF3N4NaO5S at a distorted geometry.

Orbital gap = 2.356 eV
Net charge = 0
E_HOMO = -6.65 eV
Spin multiplicity = 1

Cartesian coordinates (Å):
C  -3.0694  -0.4259  -1.0673
C  -3.5736  0.0723  0.3024
C  -3.2014  -0.7942  1.4787
C  -3.5543  -2.2821  1.2676
N  -1.7936  -0.6324  1.9181
C  -0.8194  0.1059  1.3572
N  -0.3755  1.1993  2.0466
N  -0.2193  -0.1517  0.1963
H  -2.2305  -1.1071  -1.0106
H  -3.8737  -0.9764  -1.5405
H  -2.8609  0.4324  -1.6851
H  -4.6548  0.0620  0.2628
H  -3.2976  1.1109  0.4593
H  -3.8025  -0.4678  2.3188
H  -2.7879  -2.8788  1.7419
H  -4.4665  -2.4991  1.8061
H  -3.6616  -2.5352  0.2249
H  -1.5395  -1.0871  2.7805
H  0.5239  0.9834  2.4802
H  -1.0446  1.4437  2.7696
H  -0.6421  0.5571  -0.5005
H  0.7655  0.0836  0.3049
Cl  -1.2061  2.2954  -1.2180
C  1.5960  1.8302  -5.7673
F  1.1609  0.7942  -6.5829
F  2.8830  1.6473  -5.5655
F  1.4745  2.9572  -6.5211
S  0.6239  1.9172  -4.1874
O  0.8639  0.6652  -3.5549
O  -0.7452  2.1263  -4.6189
O  1.2026  3.0600  -3.4791
Na  -0.9543  2.9593  -6.7719
C  2.4059  -2.1485  2.4993
C  3.6726  -1.3092  2.4101
N  4.8793  -2.0550  2.6961
C  6.0501  -1.2048  2.8450
C  6.5347  -0.4152  1.6238
C  5.0751  -3.2625  1.9099
C  5.1380  -3.1265  0.3820
H  2.3047  -2.6055  3.4847
H  1.5312  -1.5137  2.3299
H  2.3784  -2.9352  1.7462
H  3.5917  -0.5004  3.1427
H  3.7034  -0.8276  1.4186
H  6.8735  -1.8159  3.2237
H  5.8368  -0.4925  3.6485
H  7.0572  -1.0482  0.9087
H  7.2437  0.3511  1.9432
H  5.7206  0.0933  1.1068
H  4.2704  -3.9600  2.1553
H  5.9810  -3.7609  2.2621
H  4.3843  -2.4402  -0.0060
H  4.9617  -4.0993  -0.0805
H  6.1157  -2.7886  0.0438
O  -3.9431  1.6375  -5.0475
H  -3.6861  1.2395  -4.2099
Be  2.5461  -0.4955  -7.3903
C  -6.3859  2.9568  0.0020
C  -6.9043  2.3240  1.2806
O  -5.8434  2.0710  2.2035
H  -5.6461  2.3121  -0.4726
H  -7.1976  3.1359  -0.7040
H  -5.8946  3.9092  0.2140
H  -7.3761  1.3655  1.0699
H  -7.6450  2.9739  1.7580
H  -5.4257  2.9151  2.4056
Br  0.9725  5.0550  -2.4481

---

2.
ORCA calculation (ωB97M-V/def2-TZVPD) on a molecular structure, C4H9F2O3PS at a distorted geometry.

Orbital gap = 9.603 eV
Net charge = 0
E_HOMO = -9.23 eV
Spin multiplicity = 1

Cartesian coordinates (Å):
C  -2.7896  -0.1425  -2.1128
C  2.7937  1.1154  2.4266
C  -1.9363  -1.1305  -1.2413
C  -0.9194  -0.5342  -0.2524
O  1.6539  0.2914  0.2681
O  1.2780  -0.9738  2.4451
O  0.2140  1.2175  2.1145
F  1.2669  -1.4976  -1.4752
F  1.3703  0.8211  -2.0410
P  0.6031  -0.1090  -0.8417
S  1.2720  0.3145  1.8712
H  -3.2437  0.5196  -1.3370
H  -3.5020  -0.8097  -2.6451
H  -2.1137  0.3585  -2.7822
H  3.4723  0.2529  2.6516
H  3.0506  1.9766  1.7426
H  2.7190  1.6287  3.4283
H  -1.3266  -1.8989  -1.9130
H  -2.6746  -1.7968  -0.6693
H  -1.1877  0.3968  0.3630

---

3.
ORCA calculation (ωB97M-V/def2-TZVPD) on a molecular structure, C51H38CoNOP2S.

Orbital gap (alpha / beta) = 7.746 / 7.830 eV
Net charge = +1
<S²> = 0.7794
E_HOMO (alpha / beta) = -10.09 / -10.35 eV
ΔE to the lowest compared entry with this formula, charge and spin = 0.0 kcal/mol
Spin multiplicity = 2

Cartesian coordinates (Å):
Co  -0.4260  -0.0444  0.0742
O  -2.9328  -1.2992  1.7201
S  -0.2508  -0.3020  2.3289
C  0.7250  1.0713  2.9636
C  0.7752  1.3207  4.3297
C  1.5982  2.3272  4.8092
C  2.3551  3.0946  3.9307
C  2.2497  2.8869  2.5659
C  1.4187  1.8847  2.0746
P  1.0391  1.6778  0.3208
C  2.6702  1.7275  -0.4672
C  3.0470  2.5955  -1.4845
C  4.3020  2.4767  -2.0668
C  5.1839  1.4975  -1.6385
C  4.8187  0.6368  -0.6109
C  3.5674  0.7492  -0.0312
C  0.1632  3.2134  -0.1032
C  -0.3696  4.0468  0.8778
C  -1.1505  5.1369  0.5217
C  -1.4066  5.4083  -0.8136
C  -0.8833  4.5803  -1.7973
C  -0.1135  3.4841  -1.4470
C  0.9186  -1.6626  2.5992
C  1.4388  -1.8958  3.8660
C  2.2951  -2.9629  4.0766
C  2.6126  -3.8262  3.0356
C  2.0723  -3.6139  1.7797
C  1.2284  -2.5285  1.5483
P  0.4432  -2.1740  -0.0407
C  -1.0639  -3.1978  -0.0481
C  -1.2839  -4.2407  0.8448
C  -2.4837  -4.9386  0.8162
C  -3.4650  -4.6056  -0.1068
C  -3.2473  -3.5695  -1.0052
C  -2.0570  -2.8635  -0.9687
C  1.5196  -2.8850  -1.3081
C  2.8854  -2.6008  -1.2818
C  3.7084  -3.0320  -2.3084
C  3.1750  -3.7447  -3.3733
C  1.8188  -4.0287  -3.4051
C  0.9902  -3.6017  -2.3776
H  0.1680  0.7411  5.0114
H  1.6464  2.5169  5.8729
H  3.0005  3.8741  4.3114
H  2.7964  3.5130  1.8717
H  2.3782  3.3748  -1.8174
H  4.5911  3.1578  -2.8561
H  6.1597  1.4091  -2.0972
H  5.5113  -0.1185  -0.2621
H  3.2818  0.0766  0.7733
H  -0.1838  3.8547  1.9265
H  -1.5562  5.7766  1.2945
H  -2.0114  6.2622  -1.0874
H  -1.0771  4.7841  -2.8426
H  0.2661  2.8358  -2.2259
H  1.1912  -1.2453  4.6889
H  2.7104  -3.1256  5.0620
H  3.2715  -4.6664  3.2068
H  2.3090  -4.2866  0.9656
H  -0.5271  -4.5133  1.5703
H  -2.6478  -5.7484  1.5150
H  -4.3979  -5.1533  -0.1268
H  -4.0088  -3.3047  -1.7272
H  -1.8992  -2.0396  -1.6568
H  3.3109  -2.0351  -0.4592
H  4.7670  -2.8101  -2.2781
H  3.8186  -4.0792  -4.1758
H  1.3990  -4.5875  -4.2307
H  -0.0654  -3.8322  -2.4146
C  0.8107  0.3379  -3.9806
C  -0.3255  0.8936  -4.5584
C  -1.4333  1.1389  -3.7705
C  -1.4105  0.8169  -2.4122
C  -0.2877  0.2281  -1.8144
C  0.8252  0.0157  -2.6325
C  -2.5263  1.1009  -1.5036
C  -3.5741  1.9838  -1.8651
C  -4.5486  2.2736  -0.9684
C  -4.5920  1.5851  0.2665
C  -5.6443  1.7790  1.1849
C  -5.7179  1.0068  2.3074
C  -4.7833  -0.0186  2.5117
C  -3.7490  -0.2225  1.6319
C  -3.5648  0.6481  0.5210
N  -2.4791  0.5161  -0.3095
H  1.6922  0.1541  -4.5823
H  -0.3428  1.1347  -5.6124
H  -2.3152  1.5723  -4.2227
H  1.7377  -0.3958  -2.2187
H  -3.5537  2.4681  -2.8287
H  -5.3248  2.9927  -1.1983
H  -6.3949  2.5275  0.9695
H  -6.5216  1.1396  3.0182
H  -4.9014  -0.6923  3.3525
H  -3.1635  -1.8133  2.5022

---

4.
ORCA calculation (ωB97M-V/def2-TZVPD) on a gas-phase ion, C55H67N2O2 (charge +1) at a distorted geometry.

Orbital gap = 7.286 eV
Net charge = +1
E_HOMO = -9.88 eV
ΔE to the lowest compared entry with this formula, charge and spin = 39.5 kcal/mol
Spin multiplicity = 1

Cartesian coordinates (Å):
C  3.1275  -2.1972  -5.9357
C  3.0280  -0.9116  -5.0909
C  1.7567  -1.0983  -4.3221
C  1.2266  -2.3460  -4.7108
O  1.9857  -3.0465  -5.5880
C  0.0274  -2.8207  -4.1879
C  -0.6050  -2.0390  -3.2344
C  -0.0956  -0.8289  -2.7252
C  -0.9632  0.0705  -1.7749
C  -2.4748  0.2303  -2.1993
C  -3.1663  1.3478  -1.6794
C  -4.1980  1.9466  -2.3857
C  -4.7593  1.2810  -3.4989
O  -5.6653  2.0156  -4.2052
C  -5.7075  3.3410  -3.5621
C  -4.8731  3.2825  -2.2687
C  -4.2814  0.0259  -3.8808
C  -3.1245  -0.4394  -3.2763
C  1.0823  -0.3306  -3.3625
H  3.0559  -2.0052  -7.0171
H  4.0337  -2.7925  -5.7496
H  3.9232  -0.8201  -4.4631
H  2.9932  -0.0401  -5.7550
H  -0.3607  -3.7654  -4.5513
H  -1.5491  -2.4090  -2.8227
H  -0.6763  0.9990  -2.3051
H  -2.9042  1.8204  -0.7402
H  -5.2852  4.0558  -4.2852
H  -6.7623  3.5789  -3.3935
H  -5.5378  3.3211  -1.3892
H  -4.1697  4.1242  -2.2032
H  -4.8155  -0.5152  -4.6602
H  -2.7364  -1.3608  -3.6763
H  1.4398  0.6945  -3.2109
C  0.1241  -3.2060  -0.7287
C  -0.4563  -3.9597  0.4377
C  -0.9851  -5.2842  -0.1374
C  0.6583  -4.2698  1.4431
C  -1.6176  -3.0681  0.9456
C  -2.9115  -3.3567  0.4881
C  -3.9902  -3.0079  1.2789
C  -3.7717  -2.3095  2.4589
C  -2.5378  -1.7252  2.7584
C  -2.4604  -1.0341  4.1808
C  -1.7292  0.3004  4.1537
C  -1.8028  -1.9865  5.1895
C  -3.8565  -0.7015  4.7484
C  -1.4737  -1.9396  1.7961
N  -0.2625  -1.1488  1.7056
C  0.7399  -1.3656  2.7474
C  1.7795  -0.3440  2.4944
N  1.3162  0.3804  1.3068
C  2.2790  1.3872  0.8951
C  3.4600  0.9749  0.2199
C  3.8295  -0.4573  -0.3050
C  4.5361  -0.3552  -1.6644
C  2.6496  -1.3680  -0.5433
C  4.7878  -1.1222  0.6885
C  4.4765  1.9079  0.0254
C  4.2510  3.2584  0.1951
C  3.1182  3.6593  0.8862
C  2.2231  2.7307  1.4086
C  1.3787  3.2997  2.5983
C  0.9365  4.7545  2.3476
C  2.2673  3.3001  3.8489
C  0.1166  2.5277  2.8867
C  0.2022  -0.2232  0.7632
C  -0.7329  0.4391  -0.3356
C  -0.2845  1.9138  -0.4085
C  0.8966  2.0559  -1.1353
C  1.2831  3.2745  -1.6842
C  0.4278  4.3735  -1.5699
C  -0.7101  4.2731  -0.7733
C  -1.0304  3.0687  -0.1288
H  0.1803  -2.1283  -0.5394
H  1.1030  -3.5799  -1.0670
H  -0.5818  -3.3227  -1.5447
H  -1.5843  -5.8291  0.5996
H  -1.5934  -5.1238  -1.0345
H  -0.1453  -5.9225  -0.4379
H  0.2978  -4.2868  2.4798
H  1.0765  -5.2668  1.2325
H  1.5068  -3.5771  1.3336
H  -3.0741  -3.9094  -0.4391
H  -4.9946  -3.3222  1.0131
H  -4.6076  -2.2121  3.1522
H  -2.0793  0.9171  3.3170
H  -1.9150  0.8595  5.0862
H  -0.6500  0.1683  4.0991
H  -2.4674  -2.8339  5.4043
H  -0.8580  -2.4023  4.8237
H  -1.6017  -1.4648  6.1379
H  -4.3892  -1.5942  5.0925
H  -3.7660  -0.0414  5.6215
H  -4.4723  -0.1753  4.0114
H  0.3107  -1.2958  3.7488
H  1.1601  -2.3675  2.6845
H  1.9338  0.3478  3.3370
H  2.7613  -0.7918  2.3063
H  5.5444  0.0643  -1.5788
H  4.6374  -1.3549  -2.1115
H  3.9545  0.2643  -2.3609
H  2.0903  -1.5549  0.3702
H  1.9619  -0.9625  -1.2932
H  2.9930  -2.3468  -0.9080
H  4.3561  -1.1849  1.6924
H  5.0169  -2.1418  0.3527
H  5.7180  -0.5488  0.7557
H  5.4596  1.5746  -0.3047
H  4.9696  3.9895  -0.1536
H  2.9779  4.7272  1.0629
H  0.4702  4.8674  1.3615
H  0.1899  5.0465  3.1013
H  1.7704  5.4602  2.4411
H  2.6501  2.2939  4.0616
H  3.1265  3.9682  3.7088
H  1.6951  3.6481  4.7215
H  0.3380  1.4887  3.1001
H  -0.3968  2.9694  3.7545
H  -0.5710  2.5578  2.0409
H  -1.6947  0.3542  0.1796
H  1.4738  1.1470  -1.3369
H  2.2265  3.3298  -2.2312
H  0.6638  5.2972  -2.1039
H  -1.3942  5.1205  -0.6799
H  -1.8706  3.0657  0.5681

---

5.
ORCA calculation (ωB97M-V/def2-TZVPD) on 5 unconnected molecules or ions with the total composition C8H29BClN2O7 at a distorted geometry.

Orbital gap (alpha / beta) = 10.632 / 3.354 eV
Net charge = 0
<S²> = 0.7566
E_HOMO (alpha / beta) = -10.29 / -8.68 eV
Spin multiplicity = 2

Cartesian coordinates (Å):
O  0.3563  0.7989  0.1366
H  0.8619  0.8515  0.9510
H  -0.3106  0.1107  0.1947
H  0.8791  0.5490  -0.6288
Cl  1.7619  3.8874  2.1273
O  2.8405  4.7078  2.5974
O  2.2735  2.5637  1.9591
O  0.6335  3.8771  3.0357
O  1.4706  4.2909  0.8046
B  1.8092  -1.0871  1.5490
H  2.3528  -0.1553  1.5742
H  0.8024  -0.8225  1.8328
H  1.7892  -1.6066  0.6035
H  2.1684  -1.7780  2.2959
C  -2.8661  1.3050  1.0441
C  -2.5700  -0.1825  1.2753
C  -3.7672  -1.0228  1.6603
O  -3.2652  -2.3516  2.0285
C  -4.3577  -3.2136  2.4140
N  -1.8660  -0.7087  0.1369
H  -1.9458  1.8790  1.1519
H  -3.5422  1.7666  1.7637
H  -3.3180  1.4576  0.0640
H  -1.9161  -0.0386  2.1354
H  -4.5101  -1.2311  0.8904
H  -4.2770  -0.6557  2.5511
H  -4.7074  -2.8684  3.3870
H  -3.9014  -4.1603  2.7032
H  -5.2076  -3.1440  1.7351
H  -2.5146  -0.6828  -0.6369
H  -1.7581  -1.6893  0.3535
C  1.8117  -1.7863  -3.8286
C  1.8102  -0.9102  -2.5887
C  2.3705  0.4951  -2.6860
O  2.6978  1.0606  -1.4507
C  3.4210  2.2688  -1.3522
N  0.4804  -1.0250  -2.0122
H  1.2747  -1.3984  -4.6942
H  1.4235  -2.8039  -3.7848
H  2.8453  -1.9612  -4.1275
H  2.5212  -1.4390  -1.9540
H  1.6753  1.1729  -3.1814
H  3.2615  0.4619  -3.3129
H  4.3750  2.3561  -1.8721
H  3.6558  2.7131  -0.3850
H  2.7373  2.9644  -1.8391
H  0.3600  -2.0106  -1.8271
H  -0.1197  -0.8049  -2.7942

---

6.
ORCA calculation (ωB97M-V/def2-TZVPD) on a molecular structure, C41H54N8O12Sr at a distorted geometry.

Orbital gap = 6.421 eV
Net charge = 0
E_HOMO = -6.32 eV
ΔE to the lowest compared entry with this formula, charge and spin = 25.1 kcal/mol
Spin multiplicity = 1

Cartesian coordinates (Å):
Sr  1.6618  0.3506  -0.0932
C  1.2902  5.2133  -2.4096
O  1.1080  3.9829  -1.7587
C  0.0490  3.9799  -0.8261
C  0.4618  4.5587  0.5269
O  0.7938  3.5062  1.4096
C  1.6367  3.9096  2.4661
C  1.8005  2.7555  3.4399
O  2.5322  1.6824  2.9092
C  3.9280  1.9200  2.7758
H  0.3961  5.4974  -2.9790
H  2.1238  5.0830  -3.0980
H  1.5268  6.0298  -1.7141
H  -0.2096  2.9265  -0.6895
H  -0.8129  4.5274  -1.2284
H  -0.3488  5.1615  0.9609
H  1.3271  5.2181  0.3818
H  1.1950  4.7555  3.0128
H  2.6081  4.2203  2.0618
H  0.8129  2.3528  3.6636
H  2.2614  3.1299  4.3647
H  4.3794  2.1063  3.7580
H  4.1297  2.7621  2.1106
H  4.3530  1.0270  2.3292
O  4.8940  3.8370  -1.7584
C  4.1193  2.8219  -1.3301
O  3.4255  2.9247  -0.3507
C  4.2626  1.6045  -2.1744
C  5.0815  1.5869  -3.2960
C  5.2464  0.3836  -3.9653
C  4.6028  -0.7422  -3.4871
C  3.7519  -0.6070  -2.3919
N  3.5851  0.5409  -1.7593
C  2.9519  -1.7992  -1.9144
O  3.3537  -2.9248  -2.3159
O  1.9230  -1.6047  -1.2290
H  4.7916  4.5749  -1.1446
H  5.5588  2.4960  -3.6285
H  5.8841  0.3218  -4.8369
H  4.7254  -1.7158  -3.9369
C  -6.9910  -1.3848  1.6834
O  -5.7844  -0.9774  1.0778
C  -5.8658  -0.0886  0.0410
C  -7.0447  0.4067  -0.4813
C  -7.0130  1.3176  -1.5330
C  -5.8012  1.7458  -2.0373
C  -4.6108  1.2588  -1.5104
C  -4.6264  0.3187  -0.4864
N  -3.4868  -0.2342  0.0939
C  -2.1549  -0.0619  -0.2964
N  -1.9800  -0.1933  -1.6271
C  -1.0254  0.3417  -2.5437
C  0.2018  0.8916  -2.1802
C  0.9264  1.4272  -3.2635
C  0.5169  1.3544  -4.5836
C  -0.6993  0.7644  -4.9054
C  -1.4811  0.2805  -3.8761
O  -2.7326  -0.2818  -4.0738
C  -3.2829  -0.2106  -5.3673
N  -1.2208  0.1204  0.5734
C  -1.5311  0.1580  1.9335
C  -1.4556  1.3468  2.6503
C  -1.6897  1.3809  4.0185
C  -2.0047  0.2172  4.6946
C  -2.0901  -0.9855  4.0023
C  -1.8633  -1.0192  2.6356
O  -1.9408  -2.1690  1.8828
C  -2.4479  -3.3193  2.5265
H  -6.7101  -2.0748  2.4756
H  -7.6447  -1.9010  0.9747
H  -7.5304  -0.5381  2.1173
H  -7.9976  0.0889  -0.0815
H  -7.9437  1.6903  -1.9389
H  -5.7713  2.4669  -2.8432
H  -3.6666  1.6244  -1.8899
H  -3.6247  -0.5829  1.0280
H  -2.8195  -0.4754  -2.1124
H  1.8553  1.9543  -3.0698
H  1.1359  1.7514  -5.3823
H  -1.0183  0.6992  -5.9357
H  -4.2808  -0.6392  -5.2975
H  -2.6927  -0.7820  -6.0894
H  -3.3640  0.8238  -5.7152
H  -1.1940  2.2420  2.1034
H  -1.6295  2.3161  4.5612
H  -2.1969  0.2281  5.7591
H  -2.3364  -1.8849  4.5495
H  -2.5420  -4.0854  1.7590
H  -3.4320  -3.1299  2.9639
H  -1.7695  -3.6780  3.3089
N  1.4311  -1.0023  2.1364
C  2.2611  -2.1600  1.7870
C  2.3460  -3.1730  2.9462
C  3.0870  -4.4919  2.6832
C  2.2877  -5.5915  1.9585
N  1.9422  -5.4389  0.5513
C  0.7498  -5.0759  0.0728
N  -0.2720  -4.8304  0.9278
N  0.5364  -5.1124  -1.2282
C  3.6507  -1.6213  1.2781
O  4.6343  -2.3686  1.3221
O  3.6200  -0.4371  0.8415
H  1.9961  -0.3317  2.6541
H  0.6641  -1.2865  2.7353
H  1.8157  -2.6182  0.9078
H  1.3324  -3.4230  3.2999
H  2.8438  -2.6420  3.7622
H  3.3635  -4.9375  3.6427
H  3.9966  -4.2358  2.1416
H  1.3546  -5.7889  2.4916
H  2.8840  -6.5038  2.0196
H  2.7063  -5.4495  -0.1105
H  -0.0211  -4.5590  1.8645
H  -1.0485  -4.3045  0.5544
H  1.3584  -4.7899  -1.8428
H  -0.3293  -4.7009  -1.5446